No. 1
{
  "formula": "C18H16Cl2OS2Tc",
  "method": "ωB97M-V/def2-TZVPD",
  "molar_mass_g_mol": 481.36,
  "charge": 2,
  "orbital_gap_ev": [6.31, 7.12],
  "spin_multiplicity": 2,
  "homo_ev": [-15.2817, -15.2457],
  "elements": ["Tc", "C", "C", "C", "C", "C", "H", "H", "H", "H", "H", "Cl", "C", "C", "C", "C", "C", "Cl", "C", "S", "H", "H", "H", "C", "S", "O", "C", "C", "C", "C", "C", "C", "H", "H", "H", "H", "H", "H", "H", "H"],
  "coordinates": [[0.2282, -0.1633, 1.9448], [0.4887, 1.4358, 3.5218], [1.7313, 1.2330, 2.8575], [2.1471, -0.0953, 3.1449], [1.1453, -0.7077, 3.9426], [0.1248, 0.2464, 4.1999], [-0.0958, 2.3432, 3.4904], [2.2862, 1.9643, 2.2914], [3.0527, -0.5681, 2.7985], [1.1571, -1.7277, 4.2973], [-0.7583, 0.0858, 4.7975], [-0.9168, -2.2516, 1.4565], [-0.2453, -2.7970, -0.0746], [-0.7525, -3.9386, -0.6420], [-0.1809, -4.3701, -1.8376], [0.8645, -3.6737, -2.4270], [1.3610, -2.5275, -1.8290], [2.6529, -1.6767, -2.5727], [0.8045, -2.0637, -0.6252], [1.4059, -0.6109, 0.1293], [-1.5573, -4.4877, -0.1734], [-0.5559, -5.2686, -2.3085], [1.3058, -4.0180, -3.3519], [-3.1675, 2.3722, 0.2526], [-1.4364, 2.2455, 0.6292], [-1.3822, 0.8048, 1.2571], [-0.6871, 2.0672, -0.9498], [-1.0330, 1.0083, -1.7878], [-0.3667, 0.8789, -2.9928], [0.6205, 1.7972, -3.3478], [0.9548, 2.8438, -2.5016], [0.3046, 2.9809, -1.2821], [-3.4720, 1.5190, -0.3491], [-3.3038, 3.3070, -0.2911], [-3.7053, 2.4027, 1.1981], [-1.7979, 0.2963, -1.5028], [-0.6223, 0.0711, -3.6658], [1.1286, 1.6939, -4.2972], [1.7175, 3.5547, -2.7876], [0.5551, 3.7941, -0.6120]]
}

***

No. 2
{
  "formula": "C2H5N6O4",
  "method": "ωB97M-V/def2-TZVPD",
  "molar_mass_g_mol": 177.10,
  "charge": 1,
  "orbital_gap_ev": 8.16,
  "relative_energy_kj_mol": 43.63,
  "spin_multiplicity": 1,
  "homo_ev": -14.7134,
  "elements": ["C", "C", "N", "N", "N", "N", "N", "N", "O", "O", "O", "O", "H", "H", "H", "H", "H"],
  "coordinates": [[0.9197, -1.3978, -0.0696], [-0.7475, -1.2339, 1.7057], [-0.4598, -1.8625, -1.7242], [-0.2964, -1.4611, 0.4052], [-1.0783, -1.9047, -0.6341], [0.7903, -1.5944, -1.4427], [2.1583, -1.2567, 0.6002], [-0.8344, 0.9169, -1.5748], [2.0713, -1.2077, 1.7966], [3.1557, -1.2674, -0.1461], [-1.2250, 1.4506, -2.7230], [-0.6537, 1.6701, -0.6702], [-1.7780, -1.8045, 1.8146], [0.0414, -1.5709, 2.5035], [-1.2358, -0.1341, 1.7060], [-1.4247, 2.4810, -2.6195], [1.5946, -1.5347, -2.0882]]
}

***

No. 3
{
  "formula": "C2H3FO2",
  "method": "ωB97M-V/def2-TZVPD",
  "molar_mass_g_mol": 78.04,
  "orbital_gap_ev": 11.38,
  "relative_energy_kj_mol": 187.04,
  "spin_multiplicity": 1,
  "homo_ev": -10.6483,
  "elements": ["O", "C", "F", "C", "O", "H", "H", "H"],
  "coordinates": [[0.1373, -1.0769, -1.2920], [0.5993, -0.5614, -0.1331], [1.8545, -0.8390, 0.2152], [-0.1630, 0.5259, 0.5091], [-0.2800, -0.7156, 1.1746], [-0.6238, -1.6287, -1.0854], [0.2934, 1.3766, 1.1271], [-0.9656, 0.8303, -0.0307]]
}